The following is a DFT calculation (ωB97M-V/def2-TZVPD) of a single C4H5NO molecule at a distorted geometry.

```
! RIJCOSX wB97M-V def2-TZVPD def2/J DEFGRID3
* xyz 0 1
O 2.2549 -0.6210 0.1858
C 1.0913 -0.2921 0.0917
N 0.0137 -1.1125 -0.1115
C -1.2438 -0.3910 -0.1750
C -0.9619 1.0841 0.0100
C 0.5126 1.1237 0.1720
H 0.1151 -2.1143 -0.2034
H -1.9582 -0.7195 0.5996
H -1.7714 -0.5471 -1.1327
H 0.8955 1.7280 1.0163
H 1.0521 1.8617 -0.4528
*
```

Lowest unoccupied orbital energy   -0.48 eV
Orbital gap   8.4496 eV
Total energy   -7763.3680 eV

The following is a DFT calculation (ωB97M-V/def2-TZVPD) of a single C4H5NO molecule.

```
! RIJCOSX wB97M-V def2-TZVPD def2/J DEFGRID3
* xyz 0 1
C -2.4010 0.1445 0.4103
C -0.9747 -0.0928 0.2227
C 0.1963 -0.3234 0.0606
C 1.6081 -0.6488 -0.1562
N 2.4353 0.4214 -0.0010
O 1.9950 -1.7644 -0.4474
H -2.9534 -0.7673 0.1806
H -2.7614 0.9369 -0.2502
H -2.6231 0.4257 1.4427
H 3.4272 0.2948 -0.1292
H 2.0687 1.3304 0.2275
*
```

Lowest unoccupied orbital energy   0.83 eV
Orbital gap   10.7866 eV
Total energy   -7765.3857 eV

The following is a DFT calculation (ωB97M-V/def2-TZVPD) of a single C4H5NO molecule.

```
! RIJCOSX wB97M-V def2-TZVPD def2/J DEFGRID3
* xyz 0 1
C -1.6993 -0.3350 -0.0890
C -0.2265 -0.3810 -0.4255
O 0.2230 -1.1493 -1.2502
C 0.6923 0.5459 0.3189
C 2.1192 0.2766 0.2782
N 1.8041 1.1740 -0.5259
H -1.8778 -0.9009 0.8336
H -2.0542 0.6869 0.0782
H -2.2652 -0.8053 -0.8955
H 0.2660 1.1874 1.0904
H 2.9781 -0.2995 0.5979
*
```

Lowest unoccupied orbital energy   0.99 eV
Orbital gap   10.8627 eV
Total energy   -7764.4306 eV

The following is a DFT calculation (ωB97M-V/def2-TZVPD) of a single C4H5NO molecule.

```
! RIJCOSX wB97M-V def2-TZVPD def2/J DEFGRID3
* xyz 0 1
O -1.4800 1.9226 -0.3417
C -0.9217 0.8582 -0.3125
C -0.9895 -0.4814 -0.6587
C 0.2600 -1.1569 -0.4493
C 1.1604 -0.4110 0.2274
N 0.4459 0.7712 0.6487
H -1.8543 -0.8893 -1.1562
H 0.4581 -2.1677 -0.7887
H 2.1677 -0.6031 0.5645
H -0.1852 0.5181 1.4229
H 0.9385 1.6393 0.8435
*
```

Lowest unoccupied orbital energy   0.66 eV
Orbital gap   8.1644 eV
Total energy   -7764.6646 eV